DFT (ωB97M-V/def2-TZVPD) results for an isolated molecule of C16H24N2OS.

Each line ends with the Mulliken charge.
Element x y z (Å)
C  1.03948  2.76623  -7.58104  -1.2854
C  2.03721  2.22488  -6.56458  -0.3052
C  1.33949  1.69360  -5.31548  -0.4875
C  2.33811  1.16214  -4.28029  -1.2300
C  1.61886  0.67911  -3.05525  0.4605
C  1.23882  1.57022  -2.05972  -0.8730
C  0.53388  1.15457  -0.94709  -0.3612
C  0.17931  -0.18325  -0.81283  1.1601
N  -0.50288  -0.69194  0.29752  -0.0221
C  -1.37894  -0.08094  1.13587  0.1972
S  -1.94115  1.46201  0.96739  -0.4525
N  -1.90681  -0.84821  2.13332  -0.1656
C  -1.27423  -1.96571  2.79360  -1.0351
C  -0.36026  -1.49091  3.94192  0.4101
C  0.34700  -2.66089  4.65067  -0.7799
C  0.14217  -2.34583  6.13264  -0.5251
C  -1.18398  -1.58993  6.09574  -0.4847
O  -1.13022  -0.80874  4.92001  -0.4402
C  0.57239  -1.08799  -1.79706  -0.7607
C  1.27721  -0.65853  -2.90369  -0.7577
H  1.55465  3.14148  -8.46242  0.3822
H  0.46004  3.57942  -7.14943  0.3307
H  0.35010  1.98445  -7.89257  0.3299
H  2.73102  3.01935  -6.27961  0.3049
H  2.62266  1.42316  -7.02119  0.2983
H  0.74727  2.49134  -4.86191  0.3638
H  0.65214  0.89130  -5.59378  0.3264
H  3.03092  1.96276  -4.01151  0.3953
H  2.91461  0.34678  -4.72252  0.4083
H  1.50500  2.61312  -2.15122  0.3700
H  0.25591  1.86558  -0.18849  0.3362
H  -0.47525  -1.70202  0.35402  0.1546
H  -2.48249  -0.30006  2.76170  0.3043
H  -2.06763  -2.59556  3.20740  0.3342
H  -0.68835  -2.56196  2.09135  0.2188
H  0.35628  -0.76455  3.53556  0.3031
H  1.39659  -2.72778  4.37507  0.3729
H  -0.14303  -3.60137  4.39280  0.3517
H  0.10140  -3.23512  6.75644  0.3407
H  0.93274  -1.68857  6.49451  0.2718
H  -1.33072  -0.91112  6.93615  0.3179
H  -2.02925  -2.29306  6.05075  0.2692
H  0.31807  -2.13497  -1.69412  0.3139
H  1.56678  -1.37467  -3.65949  0.3387

Calculated values
LUMO level   0.6138 eV
HOMO energy   -7.9 eV
Frontier orbital gap   0.313 Ha
Relative energy (zero: lowest compared OMol25 entry of this formula, charge and spin)   58.28 kJ/mol
E_tot   -1207.0269 Eh
Structure (SMILES)   CCCCc1ccc(NC(=S)NC[C@@H]2CCCO2)cc1